1.
C22H28B2N3O19Pb as an isolated structure in a non-equilibrium geometry. Source: the OMol25 dataset; level of theory: ωB97M-V/def2-TZVPD.

```
! RIJCOSX wB97M-V def2-TZVPD def2/J DEFGRID3
* xyz -2 2
Pb 1.392 -0.880 1.293
O -4.374 2.878 -4.285
C -3.290 2.470 -3.951
O -3.006 1.216 -3.571
B -1.574 1.132 -3.338
O -0.956 2.379 -3.841
C -1.884 3.173 -4.184
O -1.618 4.297 -4.602
O -1.039 -0.148 -3.954
C -0.615 -0.943 -2.968
O -0.188 -2.094 -2.974
C -0.789 -0.153 -1.604
O -1.355 1.011 -1.880
O -0.501 -0.704 -0.508
O -0.529 1.032 4.710
C -0.869 1.920 3.939
O -1.478 3.025 4.228
B -1.854 3.756 2.941
O -1.261 2.877 1.884
C -0.769 1.842 2.403
O -0.141 0.944 1.770
O -3.305 3.934 2.682
C -3.557 5.189 2.597
O -4.606 5.685 2.491
C -2.193 5.960 2.686
O -1.208 5.091 2.907
O -2.005 7.171 2.678
O 2.595 -2.947 2.121
H 2.734 -3.711 1.528
C 3.237 1.263 3.463
O 2.716 -0.096 3.512
H 3.012 1.776 4.398
H 4.322 1.299 3.369
H 2.658 1.761 2.685
C -1.541 -1.793 3.064
O -0.106 -1.942 3.259
H -2.116 -2.096 3.939
H -1.922 -0.836 2.707
H -1.845 -2.564 2.356
C -3.819 -3.404 -0.650
C -2.948 -4.667 -0.853
C -1.541 -4.356 -1.499
C -0.647 -3.749 -0.452
N 0.091 -3.381 0.290
H -3.359 -2.703 0.047
H -4.833 -3.669 -0.353
H -3.893 -2.684 -1.465
H -3.443 -5.329 -1.563
H -2.893 -5.243 0.071
H -1.535 -3.912 -2.495
H -1.038 -5.305 -1.681
C 2.693 -5.912 -1.789
C 3.536 -4.993 -0.902
C 4.027 -3.711 -1.569
C 3.190 -2.513 -1.191
N 2.530 -1.638 -0.928
H 2.397 -6.801 -1.232
H 3.121 -6.164 -2.759
H 1.765 -5.423 -2.085
H 4.432 -5.513 -0.562
H 2.881 -4.684 -0.088
H 3.995 -3.902 -2.641
H 5.017 -3.399 -1.237
C 2.564 5.311 -0.050
C 1.694 4.689 -1.210
C 0.669 3.617 -0.692
C 1.439 2.524 -0.245
N 1.971 1.537 0.071
H 3.285 4.606 0.364
H 1.963 5.607 0.810
H 3.093 6.179 -0.442
H 2.258 4.056 -1.895
H 1.110 5.451 -1.727
H -0.018 3.141 -1.391
H 0.074 4.164 0.040
*
```

## Properties
Lowest unoccupied orbital energy (alpha / beta) = 3.9 / 3.1 eV
ΔE to the lowest compared entry with this formula, charge and spin = 0.00 kcal/mol
Kohn-Sham gap (alpha / beta) = 6.37 / 4.35 eV
HOMO (alpha / beta) = -2.45 / -1.23 eV

=====

2.
C22H28BrNPd as an isolated structure in a non-equilibrium geometry. Source: the OMol25 dataset; level of theory: ωB97M-V/def2-TZVPD.

```
! RIJCOSX wB97M-V def2-TZVPD def2/J DEFGRID3
* xyz 0 5
C 0.206 3.798 -2.143
C 0.032 4.131 -0.785
C 1.186 3.660 -0.052
H -0.792 4.680 -0.348
C 2.040 2.940 -1.017
C 1.324 2.948 -2.278
H 1.622 2.438 -3.189
H -0.406 4.178 -2.954
H 1.425 3.870 0.995
H 3.073 2.641 -0.823
Pd 0.579 1.656 -0.189
Br -1.825 1.863 0.621
C -2.039 0.283 -1.841
C -0.928 0.384 -2.717
C -1.239 1.354 -3.712
H 0.006 -0.160 -2.598
C -2.525 1.898 -3.421
C -3.038 1.218 -2.291
H -3.991 1.412 -1.810
H -2.086 -0.380 -0.991
H -0.611 1.656 -4.540
H -3.017 2.701 -3.978
C -2.515 -3.158 2.249
C -1.455 -2.824 1.240
C -0.944 -3.763 0.323
C 0.041 -3.392 -0.621
C 0.478 -4.370 -1.691
C 0.614 -2.127 -0.578
C 0.224 -1.214 0.449
C -0.956 -1.528 1.185
N 0.954 -0.088 0.784
C 1.518 0.204 2.118
C 0.471 0.892 3.001
C 1.929 -1.040 2.880
C 2.736 1.106 1.889
H -3.422 -3.591 1.816
H -2.142 -3.865 2.999
H -2.828 -2.261 2.784
H -1.295 -4.808 0.340
H 1.051 -5.181 -1.215
H -0.377 -4.828 -2.215
H 1.123 -3.873 -2.434
H 1.417 -1.823 -1.271
H -1.434 -0.693 1.695
H -0.317 0.153 3.178
H 0.975 1.174 3.931
H -0.027 1.743 2.508
H 2.546 -1.707 2.275
H 2.488 -0.703 3.755
H 1.035 -1.569 3.208
H 2.435 2.151 1.720
H 3.277 0.745 1.006
H 3.406 1.069 2.755
*
```

## Properties
Lowest unoccupied orbital energy (alpha / beta) = 0.7 / -1.6 eV
Kohn-Sham gap (alpha / beta) = 7.95 / 5.99 eV
HOMO (alpha / beta) = -7.28 / -7.55 eV

=====

3.
C22H28CaN2OS2 as an isolated structure in a non-equilibrium geometry. Source: the OMol25 dataset; level of theory: ωB97M-V/def2-TZVPD.

```
! RIJCOSX wB97M-V def2-TZVPD def2/J DEFGRID3
* xyz 2 1
Ca 15.703 8.285 8.493
C 17.448 10.964 6.385
C 17.368 10.596 7.829
C 16.353 11.031 8.638
C 16.235 10.623 9.964
C 17.184 9.763 10.529
C 18.230 9.325 9.692
C 18.281 9.699 8.394
H 18.392 10.719 5.937
H 17.219 12.040 6.299
H 16.673 10.458 5.779
H 15.650 11.656 8.150
H 15.387 10.987 10.559
H 17.014 9.487 11.581
H 18.945 8.595 10.032
H 19.046 9.387 7.683
C 14.300 6.388 5.261
S 15.624 7.608 5.567
C 17.238 6.751 5.187
H 14.525 5.917 4.258
H 13.379 7.011 5.197
H 14.333 5.672 6.048
H 18.021 7.489 5.390
H 17.207 6.416 4.186
H 17.305 5.872 5.840
S 9.222 9.988 6.802
C 10.874 9.849 7.377
C 11.263 9.384 8.636
C 12.592 9.026 8.857
N 13.540 9.082 7.933
C 13.244 9.576 6.730
C 11.943 9.980 6.420
C 8.363 9.732 8.355
C 7.975 10.898 8.996
C 7.397 10.684 10.252
N 7.033 9.520 10.694
C 7.451 8.451 10.025
C 8.123 8.509 8.857
H 10.570 9.185 9.397
H 12.975 8.728 9.829
H 14.140 9.735 6.138
H 11.718 10.283 5.408
H 8.067 11.880 8.607
H 6.894 11.499 10.772
H 7.105 7.479 10.428
H 8.312 7.570 8.335
C 14.091 5.619 11.303
C 14.924 5.372 10.072
C 15.035 3.917 9.669
O 15.364 6.309 9.407
H 14.745 5.293 12.150
H 13.189 4.962 11.261
H 13.875 6.671 11.312
H 15.642 3.836 8.794
H 14.044 3.459 9.507
H 15.595 3.404 10.441
*
```

## Properties
Lowest unoccupied orbital energy = -5.6 eV
ΔE to the lowest compared entry with this formula, charge and spin = 0.00 kcal/mol
Kohn-Sham gap = 8.24 eV
HOMO = -13.86 eV